# C17H25F3N3O

An isolated ion of composition C17H25F3N3O and charge +1 in a non-equilibrium geometry (the ωB97M-V functional and the def2-TZVPD basis, the Open Molecules 2025 dataset).

Positions of all 49 atoms, in Å:
F: -3.76408 -0.97992 5.36305
F: -5.50219 -0.22429 4.23881
F: -4.12561 1.18334 5.23387
O: 2.43465 -1.90698 -0.02847
N: -1.33321 -0.15973 -1.49186
N: 0.50128 -0.20241 0.04037
N: 3.58464 -1.07368 -1.80405
C: 1.47327 0.00688 -1.09793
C: -2.86050 -1.10386 2.69288
C: 4.70021 -1.96125 -1.57112
C: -2.03682 -1.03734 1.56634
C: 1.86642 1.67653 0.64889
C: -3.34743 0.07060 3.25990
C: 1.16638 0.45963 1.25181
C: -4.17618 0.01517 4.51948
C: -0.85378 0.37437 -0.23797
C: 2.07833 1.38339 -0.85151
C: -3.12293 1.30419 2.67230
C: -1.22308 0.76057 -2.63287
C: 2.53654 -1.07870 -0.94119
C: -2.62107 -0.83477 -1.50937
C: -1.75801 0.21213 0.98905
C: 3.67853 -0.29406 -3.03555
C: -2.30684 1.37285 1.54754
H: -3.38837 -0.29680 -0.93338
H: 0.34071 -1.21146 0.19001
H: 4.80419 -2.66297 -2.40839
H: -1.57956 0.22609 -3.52362
H: -2.94627 -0.92981 -2.55015
H: 1.58609 2.12863 -1.49070
H: 3.98154 -0.95422 -3.86056
H: 3.14638 1.39399 -1.11410
H: 5.62441 -1.37275 -1.50100
H: 4.53052 -2.50429 -0.64259
H: -2.52970 -1.83738 -1.07647
H: 4.44471 0.49059 -2.94236
H: -1.82275 1.68697 -2.49006
H: 2.72927 0.18405 -3.30683
H: -0.18175 1.06209 -2.80451
H: 0.96602 -0.16551 -2.04610
H: 1.87420 -0.29303 1.62407
H: 0.41363 0.68665 2.01482
H: -0.66956 1.45242 -0.38290
H: 1.24913 2.57743 0.78552
H: 2.82510 1.84769 1.15668
H: -3.54129 2.21413 3.09687
H: -3.10312 -2.05934 3.15512
H: -2.07462 2.34425 1.10242
H: -1.66744 -1.97007 1.12578

Results
* HOMO energy: -12.59 eV
* charge: +1
* max |F|: 1.54 eV Å⁻¹
* DFT total energy: -32699.5009 eV
* orbital gap: 10.1 eV